Entry A
Density functional theory data (the ωB97M-V functional and the def2-TZVPD basis) for a structure of composition C28H35CoN4O2S2.

```
72
C28H35CoN4O2S2 the ωB97M-V functional and the def2-TZVPD basis
Co 1.6649 0.0066 -0.1935
C -4.3939 2.5935 -2.7206
C -3.2471 2.1427 -3.6230
C -3.7438 1.0072 -4.5303
C -2.7970 3.3324 -4.4841
C -2.0534 1.6370 -2.8227
C -0.9092 1.1841 -3.4797
C 0.1582 0.7177 -2.7484
N 0.1521 0.6731 -1.4124
C -0.9277 1.1160 -0.7549
C -2.0343 1.5998 -1.4319
C -0.8574 1.0413 0.7425
C -1.9008 1.4112 1.5642
C -1.7933 1.2923 2.9518
C -0.5983 0.7847 3.4460
C 0.4114 0.4384 2.5665
N 0.2956 0.5716 1.2490
C -2.9641 1.6948 3.8415
C -4.1773 0.8233 3.4828
C -3.2969 3.1723 3.5889
C -2.6449 1.5077 5.3236
H -5.2195 2.9427 -3.3407
H -4.1007 3.4214 -2.0707
H -4.7723 1.7764 -2.1017
H -4.6178 1.3423 -5.0908
H -4.0312 0.1318 -3.9446
H -2.9836 0.7007 -5.2500
H -3.6497 3.7251 -5.0399
H -2.0325 3.0448 -5.2072
H -2.3950 4.1373 -3.8657
H -0.8403 1.1911 -4.5584
H 1.0579 0.3628 -3.2351
H -2.8887 1.9519 -0.8759
H -2.8166 1.7893 1.1337
H -0.4382 0.6469 4.5048
H 1.3483 0.0240 2.9208
H -4.4861 0.9610 2.4451
H -5.0215 1.0919 4.1195
H -3.9597 -0.2355 3.6346
H -3.5898 3.3552 2.5537
H -2.4435 3.8133 3.8190
H -4.1291 3.4735 4.2267
H -2.4302 0.4648 5.5659
H -3.5081 1.8100 5.9169
H -1.7983 2.1219 5.6381
O 2.8382 -7.6876 -3.3646
C 3.7815 -6.9485 -2.7339
O 4.9263 -7.2940 -2.7463
C 3.3073 -5.7101 -2.0382
C 4.1634 -4.6170 -1.9991
C 3.8021 -3.4779 -1.3029
C 2.5945 -3.4187 -0.6083
S 2.1810 -2.0428 0.4333
C 1.7331 -4.5093 -0.6605
C 2.0883 -5.6455 -1.3746
H 1.9917 -7.2266 -3.3444
H 5.1129 -4.6756 -2.5152
H 4.4645 -2.6211 -1.2955
H 0.7940 -4.4691 -0.1254
H 1.4146 -6.4952 -1.3783
S 3.4504 1.5191 -0.4135
C 4.3576 0.8573 0.8923
N 4.2981 1.2760 2.1535
C 5.2030 0.5291 3.0354
C 5.7514 -0.5620 2.0853
N 5.2316 -0.1278 0.7863
H 3.8154 2.1223 2.4015
H 4.6538 0.0981 3.8687
H 5.9863 1.1744 3.4287
H 5.3645 -1.5489 2.3347
H 6.8374 -0.5958 2.0716
H 5.2609 -0.6952 -0.0441
```

Output
Molar mass (g mol⁻¹): 582.68
<S²>: 3.763
LUMO (alpha / beta) (eV): -3.14 / -3.43
Net charge: +1
2S+1: 4

Entry B
Density functional theory data (the ωB97M-V functional and the def2-TZVPD basis) for a structure of composition C28H35CoN4O2S2.

```
72
C28H35CoN4O2S2 the ωB97M-V functional and the def2-TZVPD basis
Co -1.3034 0.5938 -1.2171
C -3.4241 -2.3080 4.8870
C -2.0593 -2.4103 4.1924
C -0.9683 -2.0352 5.1958
C -1.8256 -3.8548 3.7191
C -2.0406 -1.5105 2.9647
C -3.0401 -1.6116 1.9973
C -2.9740 -0.8430 0.8576
N -1.9838 0.0261 0.6340
C -1.0272 0.1598 1.5615
C -1.0226 -0.5930 2.7202
C 0.0357 1.1570 1.2328
C 0.8245 1.7493 2.1956
C 1.7677 2.7197 1.8492
C 1.8488 3.0528 0.5017
C 1.0358 2.4153 -0.4133
N 0.1488 1.4814 -0.0703
C 2.6885 3.3166 2.9028
C 3.6893 2.2169 3.3039
C 1.8893 3.7560 4.1355
C 3.4627 4.5211 2.3670
H -3.4221 -2.9282 5.7843
H -4.2380 -2.6548 4.2490
H -3.6372 -1.2790 5.1849
H -1.0581 -2.6714 6.0766
H -1.0621 -0.9973 5.5262
H 0.0328 -2.1879 4.7854
H -1.8138 -4.5259 4.5799
H -0.8688 -3.9460 3.2007
H -2.6131 -4.1866 3.0402
H -3.8626 -2.3032 2.1141
H -3.7288 -0.9178 0.0855
H -0.2081 -0.4812 3.4199
H 0.6920 1.4579 3.2281
H 2.5326 3.8095 0.1477
H 1.1022 2.6509 -1.4685
H 3.1840 1.3726 3.7786
H 4.4158 2.6211 4.0112
H 4.2320 1.8433 2.4328
H 1.3202 2.9389 4.5813
H 1.1944 4.5609 3.8861
H 2.5778 4.1264 4.8962
H 4.1189 4.2516 1.5373
H 4.0935 4.9211 3.1612
H 2.7905 5.3182 2.0404
O 4.1636 -2.9277 -6.3002
C 4.0997 -2.1149 -5.2247
O 5.0889 -1.5624 -4.8382
C 2.7672 -1.9486 -4.5548
C 2.6562 -0.9249 -3.6204
C 1.4810 -0.7342 -2.9168
C 0.3804 -1.5742 -3.1207
S -1.1184 -1.4103 -2.2035
C 0.4895 -2.5931 -4.0686
C 1.6705 -2.7757 -4.7739
H 3.2957 -3.2815 -6.5268
H 3.5186 -0.2910 -3.4557
H 1.4096 0.0610 -2.1836
H -0.3531 -3.2547 -4.2315
H 1.7122 -3.5923 -5.4872
S -2.7122 1.9154 -2.5200
C -2.6910 1.1248 -4.0382
N -1.6327 0.6597 -4.6851
C -1.9874 -0.0389 -5.9216
C -3.5026 0.2446 -6.0363
N -3.7815 0.9297 -4.7713
H -0.7339 0.5670 -4.2417
H -1.7753 -1.1031 -5.8317
H -1.4269 0.3618 -6.7618
H -4.0838 -0.6710 -6.1073
H -3.7441 0.8787 -6.8866
H -4.6861 1.2631 -4.4881
```

Output
Molar mass (g mol⁻¹): 582.68
<S²>: 3.762
LUMO (alpha / beta) (eV): -3.04 / -3.43
Net charge: +1
2S+1: 4

Q: Which of them is the most stable? A: entry B.

Entry A
Density functional theory data (the ωB97M-V functional and the def2-TZVPD basis) for the molecule C2H2N2O4.

```
10
C2H2N2O4 the ωB97M-V functional and the def2-TZVPD basis
O -2.4933 -1.1304 -0.2093
C -1.4883 -0.4892 0.0763
N -1.6196 0.8210 0.2772
O -0.2312 1.3220 -0.1571
C 0.5903 0.2347 -0.0938
N 1.9036 0.3742 -0.0641
O 2.4854 -0.8700 -0.0594
O -0.2245 -0.7873 0.1713
H -2.3560 1.1160 -0.3265
H 3.4335 -0.5910 0.3854
```

Output
Molar mass (g mol⁻¹): 118.05
LUMO (eV): 0.28
2S+1: 1

Entry B
Density functional theory data (the ωB97M-V functional and the def2-TZVPD basis) for a cluster of 2 separate species, C2H2N2O4 in total.

```
10
C2H2N2O4 the ωB97M-V functional and the def2-TZVPD basis
C -0.7442 -0.6400 -0.1351
C 1.4277 -0.2443 0.0048
H -2.7748 -0.6930 -0.3469
H -1.0347 2.5480 0.4494
N 0.3602 -1.2114 0.2775
N -0.5816 0.7321 -0.5375
O -1.8754 -1.2044 -0.0714
O 2.5939 -0.2101 0.2127
O 0.7843 0.9776 -0.4503
O -1.3456 1.2876 0.6215
```

Output
Molar mass (g mol⁻¹): 118.05
LUMO (eV): -0.59
2S+1: 1

Entry C
Density functional theory data (the ωB97M-V functional and the def2-TZVPD basis) for a cluster of 2 separate species, C2H2N2O4 in total.

```
10
C2H2N2O4 the ωB97M-V functional and the def2-TZVPD basis
O 1.1407 -1.7972 0.2866
C 0.6250 -0.7291 0.6551
N 1.1041 0.5951 0.0891
O 0.7402 1.5247 0.7927
O 1.8548 0.6123 -0.8097
H -0.0588 -0.7305 1.6258
C -0.8059 -0.0562 -0.8623
N -1.7953 0.3290 -0.4003
O -2.6427 0.4241 0.4191
H -0.1622 -0.1721 -1.7962
```

Output
Molar mass (g mol⁻¹): 118.05
LUMO (alpha / beta) (eV): -1.88 / -1.88
2S+1: 1

Q: Which of them is the most stable? A: entry A.